Entry from OMol25: a single C5H8N2 molecule (ωB97M-V/def2-TZVPD).

Properties
Orbital gap (eV): 7.81
Relative energy (zero: lowest compared OMol25 entry of this formula, charge and spin) (kcal/mol): 95.3

ORCA input file:
```
! RIJCOSX wB97M-V def2-TZVPD def2/J DEFGRID3
* xyz 0 1
C 1.8687 -1.6589 0.3830
C 0.5774 -1.0178 0.5256
C -0.8125 -1.1918 0.7844
C -1.4260 -0.1083 0.2044
N -0.4926 0.7093 -0.3571
C -0.6361 2.1046 -0.7049
N 0.7283 0.2051 -0.0069
H 1.9658 -2.1015 -0.6117
H 2.1910 -2.3547 1.1591
H -1.3009 -2.0554 1.2113
H -2.4776 0.1385 0.1110
H -1.6692 2.2788 -1.0139
H 0.0264 2.3411 -1.5408
H -0.3933 2.7528 0.1437
H 1.8505 -0.0419 -0.2872
*
```

Results of the Löwdin charge analysis, in e, for atoms 1 through 6:
1 C -0.10
2 C -0.38
3 C -0.01
4 C -0.07
5 N -0.17
6 C -0.02



Entry from OMol25: a single C5H8N2 molecule at a distorted geometry (ωB97M-V/def2-TZVPD).

Properties
Orbital gap (eV): 9.11
Relative energy (zero: lowest compared OMol25 entry of this formula, charge and spin) (kcal/mol): 27.1

ORCA input file:
```
! RIJCOSX wB97M-V def2-TZVPD def2/J DEFGRID3
* xyz 0 1
N 0.7234 2.2515 1.0267
C 0.9487 1.5214 0.1561
C 1.2341 0.6347 -0.9751
C 0.9676 -0.8601 -0.7068
C -0.3317 -1.1115 0.0138
C -1.2412 -0.1720 0.3108
N -2.1326 -0.2805 1.3840
H 0.6543 0.9795 -1.8367
H 2.2909 0.7968 -1.1971
H 1.7943 -1.2143 -0.0704
H 1.0606 -1.4419 -1.6374
H -0.4392 -2.0981 0.4625
H -1.3107 0.7663 -0.2499
H -2.5709 0.6005 1.6141
H -1.6872 -0.6666 2.2110
*
```

Results of the Löwdin charge analysis, in e, for atoms 1 through 6:
1 N 0.15
2 C -0.26
3 C -0.19
4 C -0.21
5 C -0.13
6 C -0.24



Entry from OMol25: a molecular structure, C5H8N2 (ωB97M-V/def2-TZVPD).

Properties
Orbital gap (eV): 8.70
Relative energy (zero: lowest compared OMol25 entry of this formula, charge and spin) (kcal/mol): 65.2

ORCA input file:
```
! RIJCOSX wB97M-V def2-TZVPD def2/J DEFGRID3
* xyz 0 1
C 0.3767 -1.5619 -1.1132
N 1.3940 -0.2200 0.7708
C 0.3429 -0.4602 -0.1105
C -0.6346 0.4549 0.1659
N -1.9150 0.5599 -0.3985
C 1.1678 0.7662 1.6959
C -0.1331 1.2485 1.2648
H 2.2667 -0.7200 0.7243
H -2.2632 1.5074 -0.4331
H -2.0085 0.1212 -1.3041
H 0.9653 1.9106 1.0501
H -0.7121 1.9569 1.8415
H 1.3715 -1.6709 -1.5530
H 0.1016 -2.5240 -0.6695
H -0.3201 -1.3686 -1.9315
*
```

Results of the Löwdin charge analysis, in e, for atoms 1 through 6:
1 C -0.02
2 N -0.01
3 C -0.27
4 C -0.30
5 N 0.09
6 C -0.14



Entry from OMol25: a molecular structure, C5H8N2 at a distorted geometry (ωB97M-V/def2-TZVPD).

Properties
Orbital gap (eV): 9.43
Relative energy (zero: lowest compared OMol25 entry of this formula, charge and spin) (kcal/mol): 124.5

ORCA input file:
```
! RIJCOSX wB97M-V def2-TZVPD def2/J DEFGRID3
* xyz 0 1
C -0.1248 -1.4329 -1.0189
N -1.1231 -1.5119 -0.1282
N -1.8790 -0.2895 -0.0386
C 0.9984 0.6923 0.1141
C -1.1289 0.0207 1.1207
C 0.0720 0.6965 1.1449
C 1.8515 1.4847 -0.5035
H -2.8331 -0.5400 0.2041
H -1.6549 -0.1216 2.0607
H 0.4272 1.0086 2.1234
H 0.8355 -0.5158 -0.4569
H 0.3182 -2.3932 -1.2492
H -0.2100 -0.7576 -1.8688
H 1.8395 2.5556 -0.3304
H 2.6115 1.1041 -1.1735
*
```

Results of the Löwdin charge analysis, in e, for atoms 1 through 6:
1 C -0.13
2 N -0.06
3 N -0.06
4 C -0.21
5 C -0.17
6 C -0.10



Entry from OMol25: a molecular structure, C5H8N2 (ωB97M-V/def2-TZVPD).

Properties
Orbital gap (eV): 9.17
Relative energy (zero: lowest compared OMol25 entry of this formula, charge and spin) (kcal/mol): 130.5

ORCA input file:
```
! RIJCOSX wB97M-V def2-TZVPD def2/J DEFGRID3
* xyz 0 1
C -0.3347 1.1824 -0.2501
C -0.3228 -0.3289 -0.1361
C -1.4882 -1.1268 0.3836
N 0.5493 -0.9727 -1.0956
C 1.1092 -0.6280 0.2031
C 1.5909 0.7627 0.2866
N 2.3263 1.6837 0.5724
H 1.1095 1.9445 0.1886
H -0.9129 1.6591 0.5513
H -0.6658 1.5534 -1.2263
H -2.3406 -1.0292 -0.2969
H -1.2257 -2.1865 0.4556
H -1.7960 -0.7660 1.3706
H 0.8600 -0.3372 -1.8281
H 1.5414 -1.4107 0.8212
*
```

Results of the Löwdin charge analysis, in e, for atoms 1 through 6:
1 C -0.05
2 C -0.52
3 C -0.02
4 N 0.10
5 C -0.19
6 C -0.26



Entry from OMol25: a single C5H8N2 molecule (ωB97M-V/def2-TZVPD).

Properties
Orbital gap (eV): 8.76
Relative energy (zero: lowest compared OMol25 entry of this formula, charge and spin) (kcal/mol): 17.4

ORCA input file:
```
! RIJCOSX wB97M-V def2-TZVPD def2/J DEFGRID3
* xyz 0 1
C 2.2353 0.2095 0.1850
N 0.9413 -0.0323 -0.4129
C 0.3964 -1.2611 -0.1402
C -0.9273 -1.1472 0.1401
C -1.2563 0.2454 -0.0141
N -2.5462 0.7658 0.1837
C -0.1051 0.9105 -0.3399
H 2.7699 -0.7497 0.1843
H 2.8121 0.9521 -0.3683
H 2.1163 0.4979 1.2414
H 1.0744 -2.1023 -0.1400
H -1.5693 -1.9687 0.4212
H -3.2633 0.0901 -0.0443
H -2.7031 1.6232 -0.3284
H 0.0248 1.9669 -0.5676
*
```

Results of the Löwdin charge analysis, in e, for atoms 1 through 6:
1 C -0.06
2 N -0.18
3 C -0.13
4 C -0.03
5 C -0.35
6 N 0.07



Entry from OMol25: a single C5H8N2 molecule (ωB97M-V/def2-TZVPD).

Properties
Orbital gap (eV): 7.43
Relative energy (zero: lowest compared OMol25 entry of this formula, charge and spin) (kcal/mol): 94.6

ORCA input file:
```
! RIJCOSX wB97M-V def2-TZVPD def2/J DEFGRID3
* xyz 0 1
C -0.0576 1.6187 -1.0571
N -0.4312 0.3133 -0.4286
C -1.0922 0.6501 0.8000
C -0.7178 -0.4051 1.7172
C 0.1116 -1.2851 1.0748
C 0.3065 -0.7711 -0.2530
N 1.1657 -1.2002 -1.2081
H 1.0331 1.7301 -0.9773
H -0.3763 1.6622 -2.1051
H -0.6490 1.8281 0.4862
H -2.1663 0.8256 0.6789
H -1.0786 -0.5023 2.7351
H 0.5975 -2.1629 1.4836
H 1.3542 -0.5224 -1.9394
H 1.9451 -1.7719 -0.9220
*
```

Results of the Löwdin charge analysis, in e, for atoms 1 through 6:
1 C -0.12
2 N -0.15
3 C -0.22
4 C -0.04
5 C -0.02
6 C -0.35



Entry from OMol25: a single C5H8N2 molecule at a distorted geometry (ωB97M-V/def2-TZVPD).

Properties
Orbital gap (eV): 9.50
Relative energy (zero: lowest compared OMol25 entry of this formula, charge and spin) (kcal/mol): 166.4

ORCA input file:
```
! RIJCOSX wB97M-V def2-TZVPD def2/J DEFGRID3
* xyz 0 1
C 1.1637 0.3603 1.4404
C 0.1187 1.0827 1.6359
C -0.4959 1.6628 0.4070
N -0.4602 1.1493 -0.7517
N 0.2315 0.0085 -1.2896
C -0.6324 -1.0244 -2.0443
C -0.1047 -1.4496 -0.5811
H 1.7597 -0.1609 2.3645
H 1.4274 -0.0908 0.5965
H -0.2057 1.2346 2.8951
H -0.8112 2.8893 0.1612
H -0.0734 -1.3127 -2.9263
H -1.8686 -0.8856 -1.9166
H -0.8428 -1.5628 0.2614
H 0.7937 -1.9009 -0.2523
*
```

Results of the Löwdin charge analysis, in e, for atoms 1 through 6:
1 C -0.06
2 C -0.19
3 C -0.22
4 N -0.04
5 N -0.10
6 C -0.10



Entry from OMol25: a molecular structure, C5H8N2 (ωB97M-V/def2-TZVPD).

Properties
Orbital gap (alpha / beta) (eV): 7.72 / 7.72
Relative energy (zero: lowest compared OMol25 entry of this formula, charge and spin) (kcal/mol): 99.8

ORCA input file:
```
! RIJCOSX wB97M-V def2-TZVPD def2/J DEFGRID3
* xyz 0 1
C 2.5466 -0.3154 -0.4107
C 0.0275 0.0530 1.5587
C -0.3003 -0.7179 0.4429
C -1.3009 0.1269 -0.0466
N -2.3403 -0.2249 -0.8625
C -1.1236 1.4284 0.5871
N -0.0848 1.3857 1.4055
H 2.6975 -1.0142 0.4175
H 1.9416 -0.8021 -1.1798
H 3.5115 -0.0178 -0.8237
H -0.2129 -1.7828 0.2870
H -3.2362 0.2068 -0.6943
H -2.4040 -1.2095 -1.0770
H -1.7373 2.3146 0.4474
H 2.0156 0.5691 -0.0514
*
```

Results of the Löwdin charge analysis, in e, for atoms 1 through 6:
1 C -0.06
2 C -0.02
3 C -0.11
4 C -0.34
5 N 0.13
6 C -0.12



Entry from OMol25: a single C5H8N2 molecule at a distorted geometry (ωB97M-V/def2-TZVPD).

Properties
Orbital gap (eV): 11.15
Relative energy (zero: lowest compared OMol25 entry of this formula, charge and spin) (kcal/mol): 40.1

ORCA input file:
```
! RIJCOSX wB97M-V def2-TZVPD def2/J DEFGRID3
* xyz 0 1
C -0.2675 -0.1799 -1.3177
C 0.1117 0.3510 0.0705
C 1.3435 1.2398 0.2234
N -0.9747 0.6575 0.9877
C -0.3110 -0.6350 1.1312
C -0.8767 -1.8403 0.5432
N -1.2454 -2.7763 -0.0319
H -0.7541 -1.1706 -1.2685
H 0.6291 -0.3699 -1.9055
H -0.9436 0.5032 -1.8375
H 1.2393 2.1626 -0.3643
H 1.4932 1.5460 1.2661
H 2.2504 0.7327 -0.1211
H -1.8902 0.6002 0.5515
H 0.1960 -0.8209 2.0727
*
```

Results of the Löwdin charge analysis, in e, for atoms 1 through 6:
1 C -0.03
2 C -0.48
3 C -0.02
4 N 0.10
5 C -0.23
6 C -0.20